Entry 1:
C30H60O10 | ωB97M-V/def2-TZVPD

charge: 0
energy relative to the best compared isomer or geometry (same formula, charge and spin): 53.0 kcal per mole

Element x y z (Å)
C: 15.41193 9.31499 8.87033
C: 16.09457 9.69519 10.23319
O: 17.28450 9.80926 10.28917
C: 15.27840 9.66807 11.51932
H: 15.60269 10.13268 8.14376
H: 14.37883 9.12123 9.03931
H: 15.79806 8.37826 8.42722
H: 14.57733 8.89347 11.28928
H: 14.74788 10.57223 11.76494
H: 15.99561 9.53854 12.37361
C: 9.26941 11.00166 11.76306
C: 10.22221 10.09101 12.62424
O: 9.79286 9.20599 13.32663
C: 11.67069 10.28499 12.31519
H: 8.93138 10.36613 10.92080
H: 9.70242 11.94978 11.38682
H: 8.36395 11.11194 12.36570
H: 11.88940 9.99147 11.30143
H: 12.35401 9.67208 12.94126
H: 11.90381 11.31756 12.55198
C: 14.78809 10.70507 20.09346
C: 15.31153 10.81552 21.45784
O: 14.91638 11.63293 22.25816
C: 16.34684 9.76558 21.80062
H: 15.65070 11.08125 19.53524
H: 13.91146 11.27692 19.79489
H: 14.83702 9.71217 19.69846
H: 16.03295 8.86528 21.25725
H: 16.56890 9.61397 22.87313
H: 17.27267 10.01345 21.24024
C: 11.90285 5.44368 19.36159
C: 11.96577 4.86216 18.01037
O: 12.85591 5.20370 17.18934
C: 11.05775 3.74072 17.64518
H: 12.68975 6.13723 19.56572
H: 12.01568 4.65203 20.11275
H: 10.96276 5.99953 19.48886
H: 11.10793 3.57523 16.56181
H: 9.99781 3.83002 17.94115
H: 11.35180 2.87144 18.24662
C: 16.92150 6.53100 16.57036
C: 16.48624 7.19681 17.84193
O: 16.71163 8.33615 18.16408
C: 15.77853 6.23819 18.78018
H: 16.25663 5.67821 16.35466
H: 17.96926 6.13567 16.63209
H: 16.96583 7.15065 15.70072
H: 14.89882 5.78661 18.32271
H: 15.59438 6.61360 19.80004
H: 16.44419 5.40937 18.89681
C: 12.33153 2.64252 13.29481
C: 12.48800 2.36964 11.81064
O: 12.02621 3.19332 11.01879
C: 13.30585 1.22918 11.37517
H: 11.36314 2.20979 13.57114
H: 12.40508 3.70477 13.53742
H: 13.13106 2.16094 13.74058
H: 14.31078 1.27480 11.78309
H: 13.46503 1.34313 10.30487
H: 12.71486 0.35214 11.59374
C: 9.58706 12.83426 15.57947
C: 10.51518 11.76206 16.11618
O: 11.45761 11.44623 15.41941
C: 10.18360 11.03733 17.37326
H: 8.51243 12.60063 15.66086
H: 9.77349 12.99724 14.54827
H: 9.72856 13.84187 16.08447
H: 9.24971 11.30609 17.92049
H: 11.04006 11.19076 18.01410
H: 10.13516 9.98262 17.16617
C: 13.25940 8.64326 15.90353
C: 11.93080 7.93179 16.16036
O: 11.24650 8.11820 17.15645
C: 11.41511 7.12189 15.04004
H: 14.00719 7.85542 15.97273
H: 13.32790 9.36829 16.70546
H: 13.32358 8.99048 14.90943
H: 12.10607 6.31745 14.76748
H: 11.43096 7.69622 14.16132
H: 10.42192 6.64187 15.20693
C: 13.58754 5.67659 9.24349
C: 12.36963 6.33105 9.87355
O: 12.52417 7.25824 10.63070
C: 10.99230 5.82371 9.33528
H: 14.39994 5.72434 9.96890
H: 13.75201 6.23791 8.32508
H: 13.34265 4.66245 8.93043
H: 11.11656 5.78839 8.26672
H: 10.13839 6.50543 9.63457
H: 10.81918 4.84752 9.79671
C: 14.58687 5.73838 13.23293
C: 15.55185 4.66057 12.93149
O: 15.21213 3.49793 13.01165
C: 17.04230 5.05094 12.48205
H: 13.61941 5.45374 12.80879
H: 15.02221 6.67134 12.88766
H: 14.54714 5.66779 14.32414
H: 17.59609 5.55736 13.28422
H: 17.09638 5.78303 11.67555
H: 17.52295 4.11699 12.25275

=====

Entry 2:
C55H40GaNO22P | ωB97M-V/def2-TZVPD

charge: -1

Element x y z (Å)
O: -0.85348 -5.89079 -2.09514
C: -1.17998 -4.77192 -2.29826
N: -1.45348 -3.60770 -2.45627
Ga: -2.37290 -3.35679 -4.21665
P: -4.41514 -4.55367 -3.92065
O: -4.34083 -5.62882 -2.89981
O: -4.99299 -5.08069 -5.34567
O: -5.64964 -3.54977 -3.55448
H: -1.49053 -4.16860 -5.27688
H: -2.60699 -1.83969 -4.57760
H: -4.23168 -5.44694 -5.82916
H: -5.55896 -3.35483 -2.60828
C: -0.00678 -3.13607 2.96323
C: 0.56335 -4.11281 3.66275
C: 0.39748 -5.53643 3.27833
O: 0.92466 -6.42015 3.92826
C: -0.41179 -5.83708 2.07448
C: -0.99247 -4.86474 1.37507
C: -0.84619 -3.44204 1.77136
O: -1.37265 -2.55475 1.13837
H: 0.10234 -2.08794 3.21408
H: 1.17737 -3.92220 4.53421
H: -0.49512 -6.88051 1.79747
H: -1.57874 -5.06063 0.48436
C: 1.31133 -0.46913 -0.20527
C: 0.34902 -0.66758 -1.10512
C: -0.25116 0.47647 -1.83568
O: -1.14828 0.31557 -2.62858
C: 0.26575 1.83726 -1.53195
C: 1.22171 2.03172 -0.63047
C: 1.81702 0.88829 0.10577
O: 2.68241 1.07312 0.94258
H: 1.76008 -1.28273 0.35078
H: -0.05302 -1.64748 -1.34544
H: -0.19546 2.65325 -2.07557
H: 1.60314 3.01293 -0.38832
C: -1.77292 3.40348 1.79058
C: -1.20531 2.43144 2.49750
C: -1.43656 1.00527 2.15917
O: -0.91090 0.12515 2.80816
C: -2.30566 0.69742 0.99464
C: -2.88074 1.67363 0.29494
C: -2.66040 3.10206 0.63924
O: -3.16714 3.99485 -0.00965
H: -1.61234 4.45141 2.01368
H: -0.54386 2.62498 3.33026
H: -2.43104 -0.35092 0.74925
H: -3.50962 1.47749 -0.56446
C: -0.68351 -11.54284 5.74491
C: -0.23375 -11.52417 6.99581
C: 0.20782 -10.25869 7.63697
O: 0.61850 -10.24764 8.77865
C: 0.12609 -9.01781 6.82931
C: -0.32399 -9.03263 5.57735
C: -0.76523 -10.29754 4.93581
O: -1.17886 -10.32030 3.79814
H: -1.01023 -12.45169 5.25559
H: -0.16570 -12.41672 7.60483
H: 0.45486 -8.10851 7.31589
H: -0.38026 -8.13840 4.97050
C: 3.01556 3.51820 3.34069
C: 4.32638 3.68075 3.49704
C: 4.87023 4.54950 4.56912
O: 6.06668 4.69844 4.71713
C: 3.90051 5.23205 5.46433
C: 2.59000 5.07006 5.31210
C: 2.04768 4.20227 4.23757
O: 0.85197 4.05097 4.09160
H: 2.59947 2.88208 2.56774
H: 5.05096 3.19023 2.85963
H: 4.31991 5.85657 6.24130
H: 1.86455 5.55334 5.95391
C: -5.56112 -9.09086 -7.71994
C: -6.74240 -9.68990 -7.83396
C: -8.01014 -8.92305 -7.72275
O: -9.08552 -9.47562 -7.83004
C: -7.90951 -7.46449 -7.47572
C: -6.72945 -6.86115 -7.36078
C: -5.46286 -7.62775 -7.48101
O: -4.38976 -7.07762 -7.38129
H: -4.62341 -9.62665 -7.79433
H: -6.84227 -10.75350 -8.00952
H: -8.84671 -6.92983 -7.38993
H: -6.62483 -5.80180 -7.16488
C: 0.56442 7.83956 -2.42090
C: 1.33577 6.88016 -1.91909
C: 1.38228 5.53001 -2.53570
O: 2.08192 4.65305 -2.07572
C: 0.53581 5.28947 -3.73226
C: -0.23652 6.24944 -4.23327
C: -0.28010 7.60019 -3.61869
O: -0.97388 8.48127 -4.08081
H: 0.51296 8.83170 -1.99097
H: 1.96091 7.02953 -1.04795
H: 0.58513 4.29702 -4.16303
H: -0.86422 6.09722 -5.10228
C: 0.47108 7.52474 -9.64958
C: 1.70767 7.92828 -9.37291
C: 2.01790 8.65690 -8.11588
O: 3.14507 9.02636 -7.86599
C: 0.89522 8.91496 -7.17964
C: -0.34227 8.51247 -7.45489
C: -0.65285 7.78438 -8.71215
O: -1.77802 7.41403 -8.96432
H: 0.22094 6.99159 -10.55793
H: 2.54213 7.74941 -10.03890
H: 1.14278 9.44573 -6.26877
H: -1.17103 8.68960 -6.78015
C: 6.60712 4.56178 8.04449
C: 7.91793 4.72619 8.19641
C: 8.46627 5.59418 9.26866
O: 9.65971 5.74725 9.41071
C: 7.49458 6.27259 10.16629
C: 6.18398 6.10996 10.01314
C: 5.63793 5.24133 8.93932
O: 4.44122 5.09689 8.79877
H: 6.18860 3.93729 7.26714
H: 8.64217 4.24378 7.55298
H: 7.91803 6.89956 10.94058
H: 5.45684 6.59442 10.65234

=====

Entry 3:
C3H3NO | ωB97M-V/def2-TZVPD

charge: 0
energy relative to the best compared isomer or geometry (same formula, charge and spin): 76.6 kcal per mole

Element x y z (Å)
O: -1.35320 -0.57748 0.56205
C: 0.67624 0.23649 1.15577
C: 0.81037 0.32874 -0.16991
N: 0.05909 -0.09625 -1.18692
C: -1.08933 -0.57703 -0.66052
H: 0.86532 0.96577 1.95321
H: 1.83457 0.71185 -0.25362
H: -1.80306 -0.99210 -1.40005

=====

Entry 4:
C12H32N8O19S | ωB97M-V/def2-TZVPD

charge: 0

Element x y z (Å)
C: -0.87306 -1.30706 0.52436
N: 0.34896 -0.50277 0.56281
O: 1.39389 -1.04703 0.33494
O: 0.22528 0.66762 0.82939
H: -0.73486 -2.32015 0.17334
H: -1.62757 -0.73427 -0.01456
H: -1.26721 -1.33746 1.54462
C: -1.33991 2.32068 2.10897
N: -1.89495 3.64559 2.49993
O: -1.06188 4.51040 2.71308
O: -3.08748 3.81708 2.55227
H: -0.71080 2.01063 2.93013
H: -0.83619 2.49968 1.16455
H: -2.14664 1.63159 1.88948
C: -3.39565 2.64291 -2.63394
N: -2.38300 2.52492 -1.55563
O: -1.54011 1.67661 -1.68159
O: -2.45944 3.25489 -0.61449
H: -4.22065 3.20714 -2.21883
H: -3.58146 1.64027 -2.98962
H: -2.90791 3.25082 -3.39648
C: -1.39659 -0.42602 5.92629
N: -1.82446 0.07309 4.60061
O: -1.50326 -0.56052 3.61904
O: -2.58812 1.02608 4.56566
H: -0.36813 -0.76513 5.84317
H: -2.04606 -1.20236 6.31490
H: -1.45303 0.41767 6.60981
C: 0.93383 2.92258 -0.92543
N: 0.64390 4.26419 -1.53014
O: 1.20924 5.19912 -1.03368
O: -0.06121 4.31520 -2.49766
H: 1.96045 2.72894 -1.21441
H: 0.16322 2.25334 -1.28533
H: 0.81254 3.00497 0.14772
C: 3.44089 0.37825 -2.59153
N: 4.64014 0.69237 -1.78202
O: 4.55306 1.60474 -0.98778
O: 5.61232 -0.00104 -1.94863
H: 3.66683 -0.50587 -3.18808
H: 3.19526 1.14543 -3.31734
H: 2.63454 0.07130 -1.92982
C: -0.32161 -0.54254 -4.49067
N: 0.23076 -1.03309 -3.22534
O: 0.60515 -0.19333 -2.43180
O: 0.17243 -2.22265 -2.97377
H: -1.29915 -0.10546 -4.30698
H: -0.49252 -1.38346 -5.15888
H: 0.37404 0.15672 -4.93925
C: 2.55567 2.49891 3.24576
C: 2.80277 2.29715 4.75302
O: 3.25662 0.96246 4.93296
S: 2.64033 0.00777 3.77806
O: 1.30987 -0.41183 4.10746
O: 3.59984 -0.94904 3.37701
O: 2.49281 1.19158 2.67842
H: 3.44727 2.97422 2.82918
H: 1.64432 3.04787 3.02248
H: 1.89452 2.48607 5.33619
H: 3.55206 2.97420 5.15810
C: -1.71596 -4.86299 -1.74568
O: -1.97321 -5.12308 -0.60518
N: -1.54881 -5.74530 -2.73307
C: -0.96309 -5.35485 -4.00093
C: -1.60094 -7.17464 -2.46049
H: -1.61977 -3.82459 -2.09400
H: 0.08692 -5.11241 -3.80444
H: -1.46322 -4.50123 -4.45475
H: -0.94419 -6.13882 -4.75325
H: -2.11075 -7.36735 -1.52175
H: -2.15932 -7.68777 -3.24159
H: -0.57759 -7.55093 -2.39489

=====

Entry 5:
C2H6FN | ωB97M-V/def2-TZVPD

charge: 0
energy relative to the best compared isomer or geometry (same formula, charge and spin): 16.8 kcal per mole

Element x y z (Å)
C: 0.75163 -0.42115 -0.14711
C: -0.64618 -0.70204 0.11017
H: 0.43317 1.63094 -0.55742
H: 1.86341 0.89831 -1.40432
H: 1.27656 -0.56140 0.77686
H: 1.13934 -1.14218 -0.81449
H: -0.80747 -1.63451 0.59316
H: -1.04750 -0.89348 -0.87303
N: 0.98731 0.82151 -0.77186
F: -1.15571 0.29898 0.87821

=====

Entry 6:
C4H13N3O | ωB97M-V/def2-TZVPD

charge: 0
energy relative to the best compared isomer or geometry (same formula, charge and spin): 68.7 kcal per mole

Element x y z (Å)
C: 0.74714 0.08864 1.91918
C: 0.92563 -0.08117 -1.01788
N: -0.46140 0.41751 2.16285
N: 1.63093 1.17749 -1.12358
O: 1.22758 -1.14881 2.14442
H: 2.10740 -1.25703 1.76129
H: 1.42732 0.85590 1.56135
H: -1.03832 -0.33433 2.53071
H: -1.12889 0.90018 0.89194
H: 1.25142 1.74528 -1.87481
H: 1.55458 1.73546 -0.27840
H: 1.40591 -0.74810 -0.30029
H: 1.04125 -0.61494 -1.96318
C: -1.43922 -1.29657 -0.69092
C: -0.90279 0.07970 -1.03225
N: -1.44228 1.08163 -0.23157
H: -1.15519 2.00301 -0.54836
H: -1.01778 0.31276 -2.09578
H: -1.21168 -1.55121 0.34228
H: -2.52108 -1.31070 -0.82106
H: -1.00051 -2.05470 -1.33595

=====

Entry 7:
C16H25N3O4S2 | ωB97M-V/def2-TZVPD

charge: 0
energy relative to the best compared isomer or geometry (same formula, charge and spin): 5.5 kcal per mole

Element x y z (Å)
C: 2.48996 -3.28706 3.06675
C: 1.90977 -2.88668 1.74629
C: 2.64637 -2.13927 0.83421
C: 2.09182 -1.75789 -0.37689
C: 0.79706 -2.13041 -0.67813
C: 0.05608 -2.89911 0.19983
C: 0.61264 -3.27036 1.41060
H: 0.04032 -3.86666 2.10595
H: -0.93597 -3.21222 -0.08393
S: 0.08249 -1.58771 -2.21964
O: 1.13681 -1.22439 -3.11999
O: -0.88443 -2.55853 -2.65474
N: -0.69513 -0.16684 -1.75002
C: -0.75881 0.85687 -2.77093
C: -1.08338 2.21050 -2.11848
N: -1.89734 2.04585 -0.93250
S: -1.19479 2.37807 0.53597
O: -2.25605 2.32006 1.49348
O: -0.48223 3.60621 0.36287
N: -0.12078 1.13160 0.84561
C: 1.27745 1.45411 0.64712
C: 1.88143 2.17783 1.85055
C: 1.67140 1.34680 3.11318
C: 0.18185 1.07007 3.29477
C: -0.36914 0.37060 2.05260
H: -1.44841 0.24890 2.13943
H: 0.10037 -0.61136 1.92858
H: 0.00853 0.44503 4.17251
H: -0.35744 2.01005 3.42459
H: 2.06566 1.87592 3.98259
H: 2.20761 0.39808 3.01909
H: 2.94464 2.34933 1.67458
H: 1.38494 3.14375 1.95451
H: 1.34553 2.07776 -0.24213
H: 1.80469 0.51328 0.46291
C: -2.76224 0.89575 -0.96849
H: -3.34136 0.90898 -0.04605
C: -1.96710 -0.41596 -1.09663
H: -2.54515 -1.15893 -1.66474
H: -1.74257 -0.82495 -0.10956
H: -3.44255 1.01732 -1.81641
H: -0.18539 2.74305 -1.81047
H: -1.62702 2.84027 -2.83254
H: -1.52380 0.60719 -3.52096
H: 0.21206 0.87539 -3.26508
H: 2.64969 -1.19383 -1.10749
H: 3.66007 -1.85236 1.07340
H: 3.49262 -2.88776 3.19194
H: 2.53615 -4.37224 3.14415
H: 1.86392 -2.92446 3.88072

=====

Entry 8:
C28H42CaNO24 | ωB97M-V/def2-TZVPD

charge: +1
energy relative to the best compared isomer or geometry (same formula, charge and spin): 407.0 kcal per mole

Element x y z (Å)
Ca: 0.69327 -0.77525 0.54783
N: 3.26883 -5.08234 1.90788
O: 3.72278 -6.20658 2.20193
O: 3.15366 -4.74448 0.74174
O: 2.81111 -4.27233 2.70897
C: 2.33372 1.61458 -10.40570
C: 3.00798 0.67260 -9.31696
C: 4.05578 1.28097 -8.37420
O: 3.78255 0.52477 -7.19515
C: 2.49650 0.32765 -7.10727
O: 1.75687 0.20218 -6.08714
O: 2.00302 0.34676 -8.32909
H: 1.55844 1.15544 -11.01908
H: 3.10130 2.01687 -11.06683
H: 1.84640 2.44545 -9.89552
H: 3.33913 -0.25375 -9.78633
H: 3.92783 2.34959 -8.20162
H: 5.06687 1.16879 -8.76563
C: -4.19753 -7.51628 -6.14631
C: -3.97650 -7.66548 -4.53503
C: -2.61278 -8.22394 -4.28023
O: -2.12628 -7.44303 -3.13134
C: -2.91119 -6.36381 -3.03804
O: -2.82240 -5.50407 -2.16705
O: -3.76048 -6.39436 -4.02446
H: -3.99489 -8.40301 -6.74693
H: -3.54159 -6.68012 -6.38857
H: -5.17564 -7.13358 -6.43780
H: -4.72734 -8.34593 -4.13338
H: -1.99300 -8.23080 -5.17685
H: -2.80855 -9.28896 -4.15571
C: 8.78644 -2.47355 4.94488
C: 9.24633 -1.33935 3.91676
C: 9.68165 -1.74146 2.46147
O: 8.53589 -1.54111 1.68177
C: 7.58117 -0.79421 2.40200
O: 6.56784 -0.33125 1.92040
O: 8.03947 -0.57211 3.58904
H: 9.54194 -3.23796 5.12647
H: 7.89045 -3.01212 4.63622
H: 8.51768 -2.11797 5.93959
H: 10.02366 -0.69339 4.32493
H: 10.01153 -2.77826 2.39550
H: 10.43019 -1.12481 1.96391
C: -4.04868 -4.05285 9.98729
C: -3.84491 -4.98020 8.83961
C: -4.97818 -5.16103 7.82312
O: -4.81135 -4.24085 6.78337
C: -3.57697 -3.81206 6.85862
O: -3.09610 -3.02311 6.02192
O: -2.91186 -4.29568 8.04678
H: -4.64929 -4.65543 10.66866
H: -4.64797 -3.17119 9.76004
H: -3.13399 -3.75612 10.50050
H: -3.48722 -5.97927 9.08865
H: -5.95774 -4.79913 8.13548
H: -5.15430 -6.06571 7.24120
C: -9.12419 0.43725 -3.54935
C: -7.77644 1.08774 -3.79082
C: -7.82510 2.56228 -3.38789
O: -6.72818 2.59710 -2.40596
C: -6.31897 1.40307 -2.08543
O: -5.31249 1.14135 -1.36711
O: -7.01787 0.44887 -2.72739
H: -9.92898 0.89915 -4.12122
H: -9.47380 0.55373 -2.52354
H: -9.22263 -0.61626 -3.81111
H: -7.31717 1.00741 -4.77607
H: -8.75008 2.75592 -2.84472
H: -7.74922 3.30048 -4.18627
C: 1.53818 8.17322 -5.89046
C: 1.03464 8.42091 -4.47024
C: -0.48155 8.22710 -4.28110
O: -0.65547 7.07618 -3.49236
C: 0.55274 6.58589 -3.11979
O: 0.72681 5.58041 -2.44035
O: 1.47589 7.39422 -3.63632
H: 2.53922 7.75931 -6.01172
H: 1.30274 9.01494 -6.54174
H: 0.90242 7.36696 -6.25630
H: 1.42127 9.39479 -4.16997
H: -0.93493 8.29009 -5.27034
H: -0.86316 9.16616 -3.88033
C: 1.33604 5.85115 10.07276
C: 2.04047 5.36996 8.74513
C: 3.10233 4.33990 8.78254
O: 3.08356 3.72460 7.43624
C: 1.85010 3.88329 7.00181
O: 1.43225 3.39114 5.95619
O: 1.12197 4.59321 7.86764
H: 1.94331 6.45040 10.75116
H: 0.65256 5.15422 10.55778
H: 0.49538 6.52475 9.90646
H: 2.16949 6.23148 8.08998
H: 2.92626 3.69944 9.64679
H: 3.99907 4.93079 8.96911

=====

no.,total energy (eV)
1,-52555.933
2,-165878.729
3,-6693.171
4,-74600.393
5,-6377.928
6,-10874.697
7,-51327.971
8,-98768.090